A structure of composition C19H42GaN2O4, computed with ωB97M-V/def2-TZVPD.

Element x y z (Å)
O 1.315 3.785 -6.316
O -0.017 4.096 -5.985
C -0.731 4.704 -7.087
Ga -2.709 4.060 -6.973
H 1.342 3.322 -7.171
H -0.760 5.826 -7.005
H -0.298 4.468 -8.093
H -2.988 2.813 -7.958
H -2.914 3.510 -5.465
H -3.720 5.291 -7.253
C 0.356 1.124 -2.555
C -1.127 0.796 -2.826
C -1.963 2.085 -2.837
C -2.207 2.658 -1.447
C -2.808 1.599 -0.527
C -1.968 0.312 -0.471
N -1.614 -0.198 -1.826
O -2.698 -0.776 -2.329
C -0.693 0.577 0.362
C -2.727 -0.743 0.358
C -1.103 0.235 -4.263
H 0.533 1.668 -1.631
H 0.959 0.212 -2.533
H 0.756 1.762 -3.347
H -2.934 1.891 -3.305
H -1.477 2.840 -3.460
H -1.274 3.052 -1.030
H -2.889 3.510 -1.519
H -2.918 2.016 0.480
H -3.822 1.369 -0.874
H 0.041 -0.219 0.224
H -0.925 0.618 1.428
H -0.218 1.532 0.144
H -3.718 -0.959 -0.044
H -2.879 -0.390 1.380
H -2.164 -1.678 0.410
H -0.534 -0.698 -4.311
H -0.629 0.949 -4.938
H -2.103 0.050 -4.657
C 3.054 -1.558 5.649
C 1.812 -1.283 4.776
C 0.644 -2.183 5.212
C 0.799 -3.632 4.767
C 1.043 -3.706 3.263
C 2.230 -2.841 2.807
N 2.161 -1.450 3.338
O 1.247 -0.800 2.630
C 3.548 -3.524 3.241
C 2.301 -2.863 1.267
C 1.449 0.174 5.131
H 3.384 -2.594 5.643
H 3.894 -0.933 5.338
H 2.844 -1.328 6.696
H -0.294 -1.795 4.799
H 0.532 -2.147 6.299
H 1.613 -4.113 5.318
H -0.107 -4.190 5.017
H 1.210 -4.748 2.976
H 0.131 -3.390 2.745
H 4.393 -2.836 3.160
H 3.768 -4.382 2.602
H 3.521 -3.928 4.252
H 1.380 -2.512 0.799
H 2.462 -3.880 0.906
H 3.128 -2.248 0.905
H 2.239 0.863 4.824
H 1.319 0.278 6.210
H 0.513 0.497 4.671

Computed properties:
net charge: -1
orbital gap (spin up / spin down): 6.46 / 5.86 eV
multiplicity: 3
HOMO energy (spin up / spin down): -4.6 / -4.6 eV

***

A structure of composition C19H42INP2PdSi2Te, computed with ωB97M-V/def2-TZVPD.

Element x y z (Å)
Pd 0.339 0.491 0.045
C -3.224 1.780 0.628
P -2.090 0.439 0.174
C -2.798 -0.234 -1.368
C -2.472 -0.944 1.320
C -1.685 -2.191 0.888
P 0.092 -1.775 0.821
C 0.555 -1.659 2.579
C 0.975 -3.227 0.199
H -4.260 1.451 0.532
H -3.064 2.642 -0.020
H -3.045 2.088 1.658
H -3.721 -0.773 -1.146
H -2.102 -0.914 -1.860
H -3.047 0.563 -2.064
H -3.547 -1.135 1.302
H -2.214 -0.648 2.340
H -2.004 -2.531 -0.099
H -1.840 -3.021 1.580
H 0.027 -2.427 3.148
H 0.316 -0.683 3.002
H 1.627 -1.832 2.680
H 0.818 -4.082 0.859
H 2.041 -3.006 0.148
H 0.622 -3.481 -0.800
I 5.852 0.021 -2.772
C 4.806 0.102 -0.983
C 5.451 0.231 0.241
C 4.682 0.291 1.393
C 3.304 0.245 1.285
N 2.677 0.126 0.109
C 3.420 0.039 -0.995
H 6.530 0.279 0.295
H 5.146 0.381 2.366
H 2.679 0.320 2.167
H 2.897 -0.118 -1.931
C 2.846 5.290 -0.633
Si 1.404 4.109 -0.694
C -0.234 4.988 -0.931
C 1.310 3.125 0.901
C 1.759 2.946 -2.182
Te 0.537 1.250 -2.556
C -1.086 2.392 -3.296
Si -1.217 2.264 -5.213
C 0.494 2.541 -5.921
C -1.840 0.535 -5.571
C -2.418 3.595 -5.731
H 2.819 5.885 0.282
H 2.831 5.984 -1.474
H 3.800 4.761 -0.655
H -0.402 5.678 -0.101
H -1.079 4.295 -0.945
H -0.259 5.580 -1.848
H 1.131 3.814 1.732
H 2.227 2.580 1.119
H 0.443 2.437 0.948
H 2.785 2.575 -2.151
H 1.654 3.527 -3.104
H -0.919 3.413 -2.960
H -2.005 2.029 -2.839
H 1.171 1.701 -5.748
H 0.963 3.448 -5.532
H 0.423 2.668 -7.004
H -1.230 -0.233 -5.085
H -1.813 0.325 -6.641
H -2.873 0.405 -5.241
H -2.051 4.589 -5.467
H -3.398 3.464 -5.271
H -2.560 3.578 -6.813

Computed properties:
net charge: +2
orbital gap (spin up / spin down): 7.87 / 5.97 eV
multiplicity: 3
HOMO energy (spin up / spin down): -12.9 / -14.2 eV
energy above the lowest of the compared OMol25 structures with the same formula, charge and spin: 0.00 kJ/mol

***

A structure of composition C19H42IrNOP3Se, computed with ωB97M-V/def2-TZVPD.

Element x y z (Å)
Ir 0.203 0.983 0.249
P 1.296 2.121 -1.381
P -0.269 2.728 1.764
P -1.819 1.053 -0.699
H -0.157 -7.729 -1.081
C -0.630 -7.467 -2.030
C 0.069 -7.260 -3.150
H 1.147 -7.437 -3.184
C 3.112 2.031 -1.257
C 0.992 3.918 -1.447
C 0.964 1.500 -3.058
C -1.061 2.165 3.312
C 1.220 3.573 2.398
C -1.318 4.155 1.322
C -2.180 -0.341 -1.828
C -2.258 2.540 -1.684
C -3.211 0.997 0.503
H -1.725 -7.453 -2.060
H -0.454 -7.052 -4.088
H 3.437 1.013 -0.989
H 3.488 2.736 -0.502
H 3.548 2.300 -2.231
H 1.313 4.408 -0.519
H -0.067 4.134 -1.625
H 1.575 4.331 -2.281
H 1.250 0.440 -3.125
H 1.578 2.078 -3.761
H -0.090 1.599 -3.335
H -1.133 3.012 4.007
H -0.465 1.371 3.776
H -2.068 1.778 3.126
H 0.908 4.386 3.067
H 1.813 4.013 1.589
H 1.844 2.885 2.980
H -1.365 4.825 2.189
H -2.338 3.852 1.074
H -0.893 4.717 0.484
H -3.115 -0.125 -2.365
H -2.299 -1.274 -1.257
H -1.364 -0.457 -2.556
H -3.292 2.412 -2.034
H -1.609 2.653 -2.560
H -2.219 3.446 -1.066
H -4.151 1.128 -0.055
H -3.136 1.800 1.249
H -3.225 0.020 1.008
C -0.981 -2.679 0.846
C -0.123 -3.077 -0.197
C -0.330 -4.320 -0.790
C -1.339 -5.153 -0.304
C -2.190 -4.771 0.728
C -2.021 -3.517 1.291
Se -0.755 -1.064 1.774
H 0.235 -0.618 -0.172
H 0.677 -2.415 -0.527
H 0.308 -4.641 -1.637
H -1.462 -6.131 -0.736
H -2.960 -5.443 1.069
H -2.676 -3.169 2.086
C 3.638 -0.994 2.491
C 3.021 0.254 1.948
N 3.802 1.338 1.882
O 1.804 0.310 1.634
H 4.614 -0.766 2.945
H 3.767 -1.749 1.699
H 2.969 -1.424 3.247
H 3.385 2.230 1.654
H 4.768 1.291 2.178

Computed properties:
net charge: +3
orbital gap (spin up / spin down): 6.80 / 3.68 eV
multiplicity: 5
HOMO energy (spin up / spin down): -15.0 / -16.0 eV
energy above the lowest of the compared OMol25 structures with the same formula, charge and spin: 13.85 kJ/mol

***

A structure of composition C19H42NO2P3RhS, computed with ωB97M-V/def2-TZVPD.

Element x y z (Å)
Rh -0.150 0.071 -0.249
P -1.505 1.893 -0.143
P -1.836 -1.353 0.814
P 1.533 1.137 -1.529
H -1.040 -2.036 -1.723
C -0.111 -1.456 -1.699
C 0.843 -1.733 -0.663
H 0.607 -2.478 0.098
C -2.609 1.976 -1.597
C -2.597 2.047 1.315
C -0.669 3.515 -0.051
C -1.498 -3.159 0.919
C -2.294 -1.040 2.564
C -3.401 -1.276 -0.148
C 2.911 0.111 -2.184
C 2.476 2.469 -0.702
C 0.758 1.866 -3.026
H 0.267 -1.086 -2.659
H 1.903 -1.571 -0.872
H -3.244 2.869 -1.532
H -3.245 1.084 -1.633
H -2.013 2.024 -2.514
H -3.156 2.993 1.258
H -1.971 2.070 2.217
H -3.311 1.220 1.379
H -1.421 4.310 0.054
H -0.070 3.715 -0.944
H -0.026 3.523 0.840
H -2.375 -3.686 1.323
H -0.647 -3.312 1.595
H -1.254 -3.565 -0.068
H -3.290 -1.457 2.774
H -2.301 0.027 2.792
H -1.551 -1.530 3.204
H -4.088 -2.061 0.196
H -3.178 -1.442 -1.208
H -3.890 -0.303 -0.033
H 3.570 0.705 -2.834
H 2.530 -0.742 -2.757
H 3.500 -0.265 -1.337
H 3.115 2.990 -1.431
H 3.104 2.010 0.071
H 1.813 3.193 -0.223
H 1.524 2.246 -3.713
H 0.082 2.685 -2.761
H 0.186 1.089 -3.547
C 2.310 -0.715 -7.162
C 1.585 -0.443 -8.339
C 1.423 -1.436 -9.305
C 1.995 -2.703 -9.116
C 2.738 -2.969 -7.960
C 2.904 -1.980 -6.991
S 2.489 0.473 -5.906
H 1.723 1.451 -6.447
H 1.150 0.547 -8.476
H 0.848 -1.223 -10.209
H 1.862 -3.482 -9.872
H 3.192 -3.950 -7.806
H 3.485 -2.167 -6.090
N 1.986 -0.560 4.870
C 1.620 0.579 4.007
C 1.132 -0.044 2.700
O 1.066 -1.289 2.689
O 0.834 0.800 1.786
H 1.164 -1.169 4.989
H 2.320 -0.277 5.789
H 2.719 -1.106 4.410
H 0.818 1.151 4.475
H 2.497 1.203 3.834

Computed properties:
net charge: +3
orbital gap (spin up / spin down): 6.29 / 5.50 eV
multiplicity: 5
HOMO energy (spin up / spin down): -13.4 / -16.8 eV
energy above the lowest of the compared OMol25 structures with the same formula, charge and spin: 91.56 kJ/mol

***

A structure of composition C19H42NO3P3Tm, computed with ωB97M-V/def2-TZVPD.

Element x y z (Å)
Tm -0.053 -0.400 0.296
P 0.630 -2.781 -0.890
P 2.672 -0.260 1.120
P -2.805 0.311 -0.139
H 1.858 3.841 -0.256
C 0.967 4.471 -0.215
C 0.185 4.565 0.857
H 0.482 4.055 1.780
C 1.932 -2.719 -2.168
C 1.518 -3.873 0.285
C -0.700 -3.766 -1.662
C 2.815 1.495 1.584
C 3.285 -1.222 2.539
C 4.086 -0.408 -0.020
C -2.740 2.044 0.443
C -3.969 -0.554 0.929
C -3.502 0.212 -1.789
H 0.819 5.106 -1.100
H -0.764 5.102 0.873
H 1.587 -2.155 -3.042
H 2.201 -3.743 -2.462
H 2.818 -2.225 -1.747
H 1.482 -4.913 -0.066
H 1.071 -3.797 1.285
H 2.570 -3.558 0.338
H -0.454 -4.834 -1.603
H -0.834 -3.476 -2.715
H -1.647 -3.588 -1.132
H 3.871 1.791 1.606
H 2.365 1.683 2.563
H 2.292 2.128 0.855
H 4.302 -0.902 2.797
H 3.298 -2.288 2.271
H 2.625 -1.089 3.405
H 4.977 -0.018 0.492
H 3.889 0.183 -0.924
H 4.248 -1.458 -0.293
H -3.627 2.595 0.092
H -1.865 2.611 0.100
H -2.738 2.115 1.540
H -4.935 -0.515 0.414
H -4.012 -0.099 1.925
H -3.625 -1.593 1.010
H -4.405 0.834 -1.831
H -3.749 -0.845 -1.945
H -2.779 0.527 -2.548
C 0.152 1.372 -2.312
C 0.794 0.731 -3.387
C 0.442 1.102 -4.665
C -0.615 1.964 -4.897
C -1.183 2.649 -3.843
C -0.784 2.399 -2.534
O 0.466 0.989 -1.079
H -1.869 -1.036 0.007
H 1.533 -0.013 -3.067
H 1.015 0.633 -5.430
H -0.956 2.088 -5.899
H -1.949 3.392 -4.047
H -1.148 3.014 -1.688
N -1.625 -1.601 4.589
C -1.047 -0.224 4.381
C -0.618 -0.230 2.959
O -0.261 0.793 2.290
O -0.674 -1.374 2.368
H -2.621 -1.591 4.330
H -1.572 -1.887 5.566
H -1.136 -2.248 3.928
H -1.802 0.555 4.534
H -0.184 -0.066 5.042

Computed properties:
net charge: +3
orbital gap (spin up / spin down): 4.34 / 4.35 eV
multiplicity: 3
HOMO energy (spin up / spin down): -15.7 / -15.7 eV
energy above the lowest of the compared OMol25 structures with the same formula, charge and spin: 112.92 kJ/mol

***

A structure of composition C19H42P2SiZr, computed with ωB97M-V/def2-TZVPD.

Element x y z (Å)
P 0.343 -1.914 0.559
P 0.055 1.168 0.660
C -0.025 -1.035 -1.040
C 0.513 0.404 -0.975
H -1.117 -1.024 -1.144
H 0.383 -1.579 -1.900
H 1.609 0.398 -1.019
H 0.151 1.009 -1.815
C -1.592 1.917 0.327
H -1.862 2.555 1.173
H -2.340 1.124 0.252
H -1.593 2.512 -0.593
C 1.136 2.650 0.747
H 1.094 3.244 -0.172
H 2.165 2.330 0.931
H 0.816 3.266 1.592
C -0.732 -3.399 0.476
H -0.499 -4.120 1.268
H -0.610 -3.874 -0.501
H -1.774 -3.081 0.571
C 2.011 -2.633 0.267
H 2.759 -1.837 0.303
H 2.071 -3.151 -0.697
H 2.232 -3.338 1.074
Zr 0.148 -0.432 2.265
C 0.724 1.333 -5.013
C -0.591 1.374 -4.767
C -1.714 0.553 -5.344
C -1.337 -0.768 -6.050
C -0.616 -1.737 -5.146
C 0.689 -1.798 -4.851
C 1.833 -0.941 -5.325
C 1.482 0.426 -5.953
C 0.188 -1.922 3.769
H 1.346 2.023 -4.443
H -0.923 2.112 -4.035
H -2.291 1.177 -6.044
H -2.409 0.321 -4.524
H -2.269 -1.237 -6.389
H -0.761 -0.558 -6.953
H -1.259 -2.464 -4.649
H 0.992 -2.584 -4.159
H 2.437 -1.516 -6.044
H 2.494 -0.767 -4.465
H 2.426 0.917 -6.221
H 0.943 0.280 -6.891
H 0.851 -1.617 4.586
H 0.505 -2.914 3.423
H -0.827 -2.018 4.180
C 1.409 1.409 5.309
Si -0.448 1.199 5.367
C -0.927 -0.156 6.569
C -1.181 2.775 6.054
C -1.130 0.956 3.624
H 1.790 1.601 6.334
H 1.666 2.265 4.653
H 1.884 0.490 4.912
H -0.553 0.114 7.578
H -2.033 -0.234 6.603
H -0.504 -1.137 6.299
H -0.902 3.626 5.400
H -2.287 2.682 6.094
H -0.784 2.952 7.075
H -2.199 0.665 3.649
H -1.052 1.964 3.177

Computed properties:
net charge: +2
orbital gap: 4.57 eV
HOMO energy: -13.5 eV

***

The ion C19H43BN4O2P with charge +1, computed with ωB97M-V/def2-TZVPD.

Element x y z (Å)
C 5.551 -0.781 0.868
C 4.623 -1.120 2.042
C 3.588 -2.224 1.754
C 2.985 -2.207 0.335
C 1.483 -2.558 0.265
C 0.687 -1.571 -0.587
C -0.835 -1.737 -0.477
C -1.637 -0.492 -0.114
C -1.733 -0.095 1.368
C -1.767 -1.201 2.414
O -2.698 -2.175 2.045
C -4.035 -1.980 2.508
C -5.031 -1.987 1.352
N -0.672 0.946 1.533
P 0.942 0.689 2.063
N 1.961 1.512 1.237
C -0.756 1.612 0.297
N -0.581 2.917 0.273
B -0.839 3.984 -0.793
C -2.263 4.571 -0.962
O 0.225 4.490 -1.456
N -1.184 0.808 -0.691
C -0.757 0.843 -2.121
C -1.770 1.612 -3.003
C 0.712 1.263 -2.338
C 1.523 0.324 -3.249
C 0.822 -0.028 -4.563
H 5.792 -1.667 0.273
H 5.111 -0.043 0.186
H 6.490 -0.347 1.231
H 5.240 -1.444 2.890
H 4.116 -0.205 2.384
H 2.775 -2.147 2.490
H 4.061 -3.196 1.943
H 3.137 -1.210 -0.115
H 3.542 -2.900 -0.303
H 1.062 -2.613 1.278
H 1.357 -3.554 -0.174
H 1.000 -1.706 -1.630
H 0.991 -0.539 -0.329
H -1.242 -2.147 -1.411
H -1.076 -2.490 0.286
H -2.666 -0.663 -0.454
H -2.667 0.478 1.462
H -2.023 -0.765 3.391
H -0.796 -1.695 2.520
H -4.102 -1.047 3.081
H -4.258 -2.794 3.210
H -4.621 -1.481 0.473
H -5.949 -1.466 1.645
H -5.301 -3.005 1.059
H 0.821 1.089 3.392
H 1.056 -0.705 2.134
H 2.667 0.962 0.764
H -0.288 3.250 1.181
H -2.265 5.329 -1.754
H -3.049 3.837 -1.153
H -2.532 5.078 -0.022
H 1.079 4.194 -1.153
H -0.837 -0.207 -2.431
H -2.650 1.917 -2.426
H -1.326 2.509 -3.441
H -2.131 0.977 -3.821
H 1.228 1.367 -1.376
H 0.726 2.248 -2.818
H 1.817 -0.589 -2.722
H 2.459 0.849 -3.479
H 0.401 0.863 -5.040
H 1.522 -0.501 -5.261
H 0.001 -0.744 -4.422

Computed properties:
net charge: +1
orbital gap: 10.12 eV
HOMO energy: -12.6 eV

***

> Which of these has the lowest net charge?

C19H42GaN2O4